(1)
Formula: C25H26ClNO5S
Source: the Open Molecules 2025 dataset
Level of theory: ωB97M-V/def2-TZVPD

Properties
HOMO energy: -3.937 eV
energy above the lowest of the compared OMol25 structures with the same formula, charge and spin: 96.6 kcal/mol
2S+1: 1
HOMO-LUMO gap: 1.951 eV

Last column: Mulliken charge in e.
CARTESIAN COORDINATES (ANGSTROEM)
C: -1.159 -6.204 5.962  -0.81
O: -0.619 -4.865 5.919  -0.38
C: -0.146 -4.389 4.736  1.01
C: 0.268 -3.042 4.689  -0.92
C: 0.661 -2.488 3.498  0.04
N: 0.684 -3.214 2.352  0.31
C: 1.300 -2.597 1.111  -1.49
C: 0.416 -1.703 0.260  1.23
C: -0.591 -0.903 0.762  -0.67
C: -1.917 -0.828 0.179  0.74
C: -2.214 -1.491 -1.043  -0.14
C: -3.389 -1.293 -1.736  -0.96
C: -4.419 -0.511 -1.160  0.72
O: -5.447 -0.177 -1.986  -0.38
C: -6.410 0.813 -1.587  -0.81
C: -4.272 -0.067 0.186  -0.56
C: -3.024 -0.169 0.796  -0.69
C: 0.775 -1.616 -1.226  0.07
C: 1.448 -2.811 -1.873  -1.51
O: 0.495 -0.635 -1.925  -0.48
C: 0.343 -4.533 2.379  -0.36
C: -0.079 -5.149 3.544  -0.47
H: -1.560 -6.302 6.971  0.23
H: -1.965 -6.340 5.229  0.37
H: -0.375 -6.955 5.803  0.35
H: 0.270 -2.448 5.597  0.45
H: 0.982 -1.450 3.405  0.47
H: 2.197 -2.045 1.452  0.31
H: 1.659 -3.449 0.520  0.49
H: -0.488 -0.437 1.741  0.38
H: -1.486 -2.159 -1.491  0.32
H: -3.525 -1.684 -2.746  0.41
H: -7.008 0.982 -2.486  0.24
H: -7.043 0.424 -0.777  0.32
H: -5.918 1.746 -1.274  0.37
H: -5.136 0.395 0.684  0.34
H: -2.900 0.247 1.797  0.36
H: 1.253 -3.753 -1.353  0.40
H: 1.069 -2.900 -2.899  0.39
H: 2.526 -2.629 -1.936  0.35
H: 0.417 -5.078 1.434  0.42
H: -0.348 -6.206 3.529  0.42
Cl: 0.973 2.306 -0.927  -0.19
C: 2.120 3.326 -1.535  -0.64
S: 1.844 4.265 -2.970  1.04
C: 3.037 5.635 -2.937  0.03
C: 2.819 6.713 -2.076  -0.31
C: 3.614 7.862 -2.182  -0.50
C: 4.632 7.927 -3.144  -0.37
C: 4.891 6.813 -3.951  -0.43
C: 4.104 5.656 -3.836  -0.27
O: 2.187 3.495 -4.143  -0.64
O: 0.570 4.946 -2.869  -0.66
H: 3.158 3.160 -1.270  0.36
H: 2.031 6.656 -1.327  0.34
H: 3.441 8.701 -1.504  0.33
H: 5.233 8.839 -3.246  0.34
H: 5.715 6.834 -4.669  0.33
H: 4.305 4.778 -4.447  0.39

Atomic forces in eV per Å
0.057 0.035 0.043
0.542 0.350 -1.378
-0.499 -0.445 0.349
-0.163 -0.219 0.199
-0.048 -0.156 -0.252
0.331 -0.336 -0.044
0.580 0.771 0.090
-0.204 0.413 -1.005
-0.111 -0.995 0.255
-1.136 0.588 -0.704
-0.031 0.094 0.009
-0.469 0.369 0.371
0.492 0.541 0.360
0.111 -0.204 0.452
0.318 -0.395 0.087
-0.301 -0.075 -1.043
0.717 -0.361 -0.104
-1.153 0.669 -0.631
0.180 0.060 -0.265
0.470 -1.800 1.677
-0.031 0.531 0.131
-0.021 0.181 0.108
0.069 -0.025 -0.205
0.203 0.163 0.160
-0.112 0.236 0.029
-0.056 -0.065 -0.152
-0.089 -0.349 0.076
-0.247 -0.406 0.157
-0.130 0.400 0.171
-0.205 -0.467 0.346
-0.092 0.264 0.071
0.007 0.035 0.374
0.068 0.037 0.290
0.097 0.175 -0.193
-0.086 -0.279 -0.084
0.656 -0.074 -0.161
0.028 0.007 -0.232
0.094 0.080 -0.098
0.138 0.115 0.273
-0.068 -0.177 0.009
-0.017 0.299 0.372
0.109 0.452 -0.080
-1.707 -1.272 0.797
1.992 2.814 -1.164
0.754 -0.972 2.341
0.312 -0.182 0.159
0.281 0.333 -0.135
-0.039 -0.379 -0.103
-0.024 -0.242 0.037
-0.141 -0.035 0.226
0.015 0.377 0.103
-0.203 0.298 -1.054
-0.521 -0.204 -0.573
-0.134 -0.130 -0.263
0.080 -0.042 -0.260
0.031 -0.221 -0.254
-0.238 -0.427 0.046
-0.277 0.023 0.211
-0.180 0.224 0.058


(2)
Formula: C25H26CoN6
Source: the Open Molecules 2025 dataset
Level of theory: ωB97M-V/def2-TZVPD

Properties
HOMO energy (alpha / beta): 0.430 / 0.456 eV
energy above the lowest of the compared OMol25 structures with the same formula, charge and spin: 0.0 kcal/mol
2S+1: 2
HOMO-LUMO gap (alpha / beta): 3.833 / 3.806 eV
charge: -2

Last column: Löwdin spin population.
CARTESIAN COORDINATES (ANGSTROEM)
Co: 1.525 -0.450 -1.005  1.17
C: -1.137 -3.683 -3.498  0.00
N: -1.646 -2.324 -3.449  0.00
C: -3.035 -2.290 -3.010  0.00
C: -0.795 -1.417 -2.768  0.00
N: 0.156 -1.704 -1.987  0.03
N: -1.096 -0.099 -3.085  0.00
C: -0.564 1.050 -2.513  0.00
N: -1.386 2.169 -2.785  0.00
N: 0.517 1.056 -1.853  0.00
H: -1.710 -4.243 -4.239  0.00
H: -1.224 -4.204 -2.534  0.00
H: -0.089 -3.680 -3.792  0.00
H: -3.666 -2.780 -3.754  0.00
H: -3.378 -1.264 -2.890  0.00
H: -3.167 -2.803 -2.047  0.00
H: 0.275 -2.689 -1.780  0.00
H: -1.791 0.052 -3.794  0.00
H: -2.247 2.098 -2.249  0.00
H: -0.921 3.014 -2.472  0.00
H: 0.687 1.925 -1.356  0.00
C: 0.736 0.386 0.602  0.00
C: 0.282 1.226 1.375  0.01
C: -0.261 2.234 2.238  0.00
C: -1.081 3.229 1.637  0.00
C: -1.638 3.028 0.337  0.00
C: -2.430 3.972 -0.284  0.00
C: -2.716 5.202 0.309  0.00
C: -2.152 5.445 1.563  0.00
C: -1.370 4.507 2.204  0.00
C: 0.044 2.167 3.645  0.00
C: -0.641 2.876 4.664  0.00
C: -0.309 2.751 6.002  0.00
C: 0.715 1.912 6.425  0.00
C: 1.384 1.175 5.445  0.00
C: 1.061 1.288 4.110  0.00
H: -1.433 2.074 -0.136  0.00
H: -2.858 3.747 -1.260  0.00
H: -3.338 5.938 -0.186  0.00
H: -2.313 6.405 2.048  0.00
H: -0.921 4.772 3.152  0.00
H: -1.481 3.505 4.403  0.00
H: -0.881 3.318 6.734  0.00
H: 0.977 1.825 7.474  0.00
H: 2.177 0.490 5.731  0.00
H: 1.582 0.692 3.372  0.00
N: 2.871 -1.644 -1.014  -0.21
C: 3.151 -2.908 -1.108  -0.02
C: 3.919 -3.466 -2.207  0.00
C: 4.214 -4.806 -2.295  0.00
C: 3.788 -5.738 -1.340  0.02
C: 3.027 -5.239 -0.274  0.00
C: 2.710 -3.906 -0.150  0.00
H: 4.260 -2.773 -2.969  0.00
H: 4.799 -5.150 -3.148  0.00
H: 4.033 -6.790 -1.424  0.00
H: 2.666 -5.925 0.490  0.00
H: 2.123 -3.554 0.692  0.00

Atomic forces in eV per Å
0.428 -0.130 0.331
-0.006 -0.038 0.003
0.054 0.021 -0.026
-0.039 0.006 0.019
0.110 -0.074 0.159
-0.236 -0.052 -0.151
-0.130 -0.010 0.096
0.039 0.087 0.058
0.184 -0.113 -0.075
-0.031 0.075 -0.428
-0.006 0.004 0.018
0.016 0.007 -0.002
-0.002 -0.001 -0.012
0.011 -0.005 0.008
0.002 -0.003 -0.013
-0.002 0.011 -0.005
0.057 0.005 -0.006
0.066 0.000 -0.060
0.017 -0.044 -0.125
-0.058 -0.014 0.072
-0.091 0.010 0.026
0.152 -0.200 0.003
-0.063 -0.060 0.032
-0.054 -0.014 0.051
-0.019 0.042 0.080
0.043 -0.028 -0.011
-0.052 0.015 -0.022
-0.028 0.041 0.029
-0.028 0.042 -0.060
0.014 0.045 0.067
0.109 0.013 -0.014
-0.095 0.028 -0.002
-0.020 0.006 0.089
0.012 0.008 -0.023
0.027 -0.029 0.045
-0.034 0.019 -0.069
-0.008 0.020 0.079
-0.026 0.097 0.059
0.003 0.002 0.001
-0.005 -0.006 -0.012
-0.005 0.078 -0.153
0.032 -0.126 0.104
0.014 -0.014 0.000
-0.006 -0.003 -0.004
-0.004 0.013 0.012
0.005 -0.002 -0.015
-0.172 0.425 -0.266
-0.162 -0.162 0.111
0.002 0.084 0.039
0.052 -0.048 -0.093
-0.016 0.021 0.023
-0.025 -0.104 0.037
-0.036 0.051 -0.018
0.014 -0.003 -0.005
-0.009 -0.001 0.016
-0.007 -0.004 0.005
0.013 -0.007 -0.016
0.001 0.016 0.011


(3)
Formula: C25H26F2N2
Source: the Open Molecules 2025 dataset
Level of theory: ωB97M-V/def2-TZVPD

Properties
HOMO energy: -9.158 eV
energy above the lowest of the compared OMol25 structures with the same formula, charge and spin: 0.0 kcal/mol
2S+1: 1
structure (SMILES): C#C[C@@](C#N)(CC=C)[C@H](C#N)CC(C)C.Fc1ccccc1.Fc1ccccc1
HOMO-LUMO gap: 9.738 eV

Last column: Mulliken charge in e.
CARTESIAN COORDINATES (ANGSTROEM)
C: 1.477 0.284 -5.090  0.24
C: 0.414 0.076 -4.594  -2.16
C: -0.902 -0.242 -3.999  2.31
C: -1.285 0.934 -3.202  -0.18
N: -1.554 1.878 -2.605  -0.55
C: -1.895 -0.438 -5.186  -1.02
C: -3.075 -1.342 -4.968  -0.09
C: -4.191 -1.166 -5.704  -0.87
C: -0.688 -1.487 -3.091  0.08
C: -0.418 -2.685 -3.884  -0.36
N: -0.211 -3.630 -4.501  -0.55
C: -1.782 -1.718 -2.015  -1.38
C: -1.218 -1.949 -0.594  1.20
C: -1.408 -3.412 -0.123  -1.48
C: -1.922 -1.000 0.398  -1.73
H: 2.516 0.304 -5.320  0.50
H: -2.307 0.550 -5.421  0.57
H: -1.379 -0.771 -6.082  0.36
H: -3.058 -2.160 -4.256  0.27
H: -4.624 -0.181 -5.850  0.29
H: -4.679 -1.989 -6.215  0.27
H: 0.240 -1.299 -2.547  0.88
H: -2.309 -2.633 -2.284  0.35
H: -2.531 -0.927 -2.017  0.63
H: -0.157 -1.698 -0.552  0.19
H: -1.732 -3.439 0.914  0.37
H: -0.477 -3.967 -0.236  0.32
H: -2.178 -3.921 -0.702  0.38
H: -1.805 -1.353 1.423  0.40
H: -2.988 -0.938 0.181  0.42
H: -1.451 -0.018 0.352  0.32
F: -0.114 -1.154 3.812  -0.39
C: 1.067 -1.033 3.170  0.35
C: 1.385 0.172 2.578  -0.38
C: 2.600 0.296 1.920  -0.62
C: 3.472 -0.782 1.856  -0.58
C: 3.128 -1.987 2.455  -0.39
C: 1.919 -2.118 3.123  -0.47
H: 0.688 0.998 2.631  0.76
H: 2.865 1.238 1.458  0.45
H: 4.418 -0.683 1.341  0.42
H: 3.804 -2.830 2.404  0.39
H: 1.636 -3.046 3.602  0.44
F: 3.747 2.768 5.675  -0.31
C: 2.736 3.522 5.201  0.29
C: 1.582 2.899 4.770  -0.47
C: 0.542 3.679 4.286  -0.34
C: 0.671 5.061 4.231  -0.55
C: 1.843 5.664 4.666  -0.30
C: 2.886 4.894 5.161  -0.47
H: 1.505 1.822 4.816  0.62
H: -0.372 3.206 3.951  0.40
H: -0.141 5.665 3.850  0.38
H: 1.947 6.740 4.621  0.36
H: 3.804 5.345 5.512  0.42

Atomic forces in eV per Å
0.756 -0.313 0.264
-0.616 0.022 0.158
0.704 -0.001 -1.014
-0.182 0.114 0.382
-0.007 -0.274 -0.105
-1.078 0.894 1.336
-0.626 0.112 -0.231
0.132 0.101 0.164
-0.045 0.314 0.699
-0.073 -0.044 -0.264
-0.011 0.056 0.074
0.286 -0.767 -0.167
-0.777 0.058 0.689
0.165 0.258 -0.331
0.466 -0.084 -0.065
-0.080 0.271 -0.342
0.190 0.040 -0.242
0.243 -0.230 0.179
0.789 -0.823 -0.937
0.802 0.209 -1.129
-0.846 -0.249 1.192
0.029 0.128 -0.055
-0.199 0.103 -0.092
0.190 0.219 -0.076
0.064 -0.085 -0.138
0.208 -0.098 0.107
-0.065 -0.188 0.074
0.000 -0.043 -0.031
0.027 -0.007 0.033
-0.036 0.135 0.046
-0.350 0.189 -0.111
-0.013 -0.001 0.002
0.163 0.002 -0.123
-0.161 0.131 -0.036
0.032 -0.104 0.005
0.026 0.000 -0.021
-0.024 0.089 -0.026
-0.043 -0.147 0.064
-0.015 -0.015 -0.005
-0.019 0.014 0.005
0.005 -0.003 0.004
0.001 -0.008 0.020
-0.022 0.010 -0.001
0.008 -0.007 0.006
-0.108 0.103 -0.060
-0.041 -0.160 0.044
0.073 0.088 -0.001
-0.033 0.021 -0.022
-0.048 -0.078 -0.008
0.107 0.075 0.027
0.036 0.000 0.045
0.000 -0.014 0.004
0.002 0.003 -0.001
0.008 0.006 0.016
0.011 -0.024 -0.006


(4)
Formula: C25H26F3N2S3Tc
Source: the Open Molecules 2025 dataset
Level of theory: ωB97M-V/def2-TZVPD

Properties
HOMO energy (alpha / beta): -16.628 / -16.630 eV
energy above the lowest of the compared OMol25 structures with the same formula, charge and spin: 71.5 kcal/mol
2S+1: 2
HOMO-LUMO gap (alpha / beta): 6.438 / 3.270 eV
charge: +3

Last column: Löwdin spin population.
CARTESIAN COORDINATES (ANGSTROEM)
Tc: 0.432 -0.427 -0.585  -0.17
C: 0.698 -4.698 -1.841  0.00
C: -0.435 -3.892 -2.464  -0.01
S: -0.744 -2.122 -2.013  -0.01
C: -0.165 -1.222 -3.484  0.00
C: 1.342 -1.191 -3.644  0.00
S: 2.163 -0.440 -2.195  0.00
C: 3.316 -1.689 -1.523  0.00
C: 2.682 -2.971 -1.004  0.00
S: 2.370 -4.194 -2.306  0.00
H: 0.598 -5.717 -2.218  0.00
H: 0.618 -4.750 -0.756  0.00
H: -1.388 -4.354 -2.204  0.00
H: -0.346 -3.872 -3.550  0.00
H: -0.587 -0.227 -3.358  0.00
H: -0.621 -1.665 -4.371  0.00
H: 1.611 -0.584 -4.511  0.00
H: 1.769 -2.183 -3.765  0.00
H: 3.824 -1.163 -0.713  0.00
H: 4.055 -1.859 -2.308  0.00
H: 1.729 -2.763 -0.517  0.00
H: 3.347 -3.414 -0.261  0.00
N: -0.378 1.000 -1.069  -0.08
C: -1.089 2.036 -0.555  0.13
C: -1.547 3.080 -1.395  0.03
C: -0.927 3.332 -2.645  0.25
C: -1.371 4.370 -3.445  0.25
C: -2.452 5.151 -3.032  0.04
C: -3.085 4.912 -1.815  0.20
C: -2.641 3.884 -0.992  0.31
C: -1.328 1.944 0.886  0.01
C: -1.168 3.054 1.717  0.02
C: -1.356 2.913 3.085  0.00
C: -1.736 1.686 3.616  0.02
C: -1.922 0.581 2.786  0.00
C: -1.698 0.701 1.428  0.02
H: -0.075 2.736 -2.947  0.01
H: -0.876 4.589 -4.381  0.01
H: -2.803 5.955 -3.668  0.00
H: -3.925 5.522 -1.512  0.01
H: -3.159 3.667 -0.067  0.01
H: -0.876 4.012 1.302  0.00
H: -1.217 3.766 3.736  0.00
H: -1.911 1.595 4.681  0.00
H: -2.283 -0.352 3.201  0.00
H: -1.934 -0.133 0.765  0.00
F: 1.907 -1.843 6.077  0.00
C: 1.042 -0.988 5.551  0.00
F: 1.310 0.240 5.989  0.00
F: -0.192 -1.320 5.936  0.00
C: 1.121 -1.036 4.030  0.00
C: 1.781 -0.041 3.324  0.00
C: 1.766 -0.096 1.949  -0.01
N: 1.118 -1.074 1.276  -0.01
C: 0.517 -2.063 1.971  -0.01
C: 0.505 -2.077 3.348  0.00
H: 2.288 0.768 3.833  0.00
H: 2.282 0.652 1.353  0.00
H: 0.039 -2.846 1.396  0.00
H: 0.007 -2.878 3.878  0.00

Atomic forces in eV per Å
1.341 -2.319 -0.266
0.063 0.240 -0.123
0.051 -0.251 0.347
0.032 0.768 0.068
0.007 -0.248 -0.230
0.105 -0.021 -0.158
0.029 0.073 0.532
0.044 0.050 -0.148
0.117 -0.008 -0.101
-0.066 -0.087 0.003
-0.090 -0.020 0.052
-0.012 -0.070 -0.005
-0.007 0.002 -0.058
-0.019 0.072 0.011
0.004 0.001 -0.101
-0.023 -0.066 0.031
0.042 0.026 0.058
-0.093 -0.054 -0.073
-0.024 0.115 -0.069
0.016 -0.093 0.049
0.076 -0.032 0.107
0.009 0.044 0.025
-2.833 3.718 0.305
2.065 -3.394 -0.020
0.012 1.123 -1.442
0.108 -1.658 2.459
-1.217 1.773 -0.822
-0.443 0.338 0.078
-0.126 1.568 -2.000
1.094 -1.741 0.640
-0.162 0.138 0.260
-0.103 -0.199 0.061
-0.009 0.076 -0.017
-0.025 -0.116 -0.008
0.059 0.113 0.183
-0.024 0.206 -0.140
-0.020 -0.015 0.042
0.007 0.007 -0.070
0.027 -0.012 0.038
-0.029 0.049 0.000
0.027 -0.004 0.065
0.051 0.012 0.038
-0.001 -0.026 0.010
-0.011 0.004 -0.025
0.049 0.002 0.006
0.017 0.010 -0.022
0.030 -0.035 0.071
0.008 0.007 -0.186
0.011 0.009 0.056
-0.017 -0.005 0.055
-0.058 0.038 0.004
0.027 0.016 0.068
-0.036 -0.247 -0.112
-0.220 -0.031 0.448
0.174 0.159 -0.027
0.058 -0.074 0.079
-0.001 -0.026 -0.004
-0.053 0.011 -0.018
-0.043 0.063 -0.007
0.004 0.021 0.001